Record 1
ORCA calculation (wB97M-V/def2-TZVPD) on a structure of composition C20H32F3GeN6O7S2Ti in a non-equilibrium geometry.

Cartesian coordinates (Å):
Ge1 0.58 2.59 1.47
Ti1 -0.57 0.09 -0.73
S1 -0.36 0.45 -3.58
S2 3.78 -0.89 -0.84
F1 -2.64 -0.52 -4.89
F2 -1.18 -2.02 -4.33
F3 -2.30 -0.97 -2.79
O1 -0.16 4.07 -1.81
O2 -1.18 1.59 -3.28
O3 -1.95 -1.05 0.11
O4 0.24 -0.33 -2.52
O5 -4.18 -1.28 0.54
O6 0.51 0.57 -4.72
O7 0.39 1.88 -1.22
N1 0.80 -3.39 1.48
N2 0.46 -1.82 -0.23
N3 3.04 0.95 -2.59
N4 -2.00 1.34 -0.51
N5 2.78 -1.25 -3.26
N6 1.45 -1.15 1.76
C1 2.61 -1.44 2.58
C2 -1.81 2.65 -0.74
C3 -2.89 3.56 -0.60
C4 0.88 1.31 -0.01
C5 3.10 -0.37 -2.26
C6 2.01 2.10 2.83
C7 2.70 -2.94 2.86
C8 -1.09 1.94 2.37
C9 0.06 -2.99 -0.99
C10 -0.46 3.01 -0.95
C11 -0.53 -3.94 1.26
C12 0.91 -2.10 0.95
C13 -3.12 -0.50 0.16
C14 1.30 -3.54 2.82
C15 -3.23 0.87 -0.12
C16 -4.35 1.72 -0.05
C17 0.84 4.61 1.40
C18 -4.15 3.08 -0.27
C19 -1.69 -0.82 -3.99
C20 -0.87 -3.96 -0.23
H1 0.43 5.08 2.29
H2 -0.54 -4.95 1.70
H3 -2.70 4.61 -0.72
H4 2.27 2.93 3.48
H5 1.95 1.07 -0.16
H6 -1.90 -3.66 -0.38
H7 3.30 -3.42 2.08
H8 -1.27 -3.33 1.80
H9 -1.98 2.48 2.07
H10 -0.73 -4.96 -0.63
H11 3.12 1.60 -1.81
H12 -0.42 -2.66 -1.91
H13 -1.19 0.90 2.06
H14 1.91 4.81 1.37
H15 -4.98 3.77 -0.20
H16 1.34 -4.62 3.04
H17 3.52 -1.10 2.07
H18 1.47 -0.25 1.30
H19 2.14 -0.90 -3.96
H20 -3.83 -2.17 0.70
H21 -0.51 3.84 -2.69
H22 2.57 -2.18 -2.94
H23 -1.02 1.98 3.46
H24 1.68 1.28 3.46
H25 0.66 -3.05 3.57
H26 0.37 5.03 0.52
H27 2.92 1.78 2.33
H28 3.16 -3.12 3.83
H29 0.98 -3.53 -1.25
H30 2.36 1.21 -3.29
H31 2.50 -0.88 3.52
H32 -5.32 1.32 0.20

Summary:
Gap between HOMO and LUMO (alpha / beta) = 5.355 / 5.829 eV
Lowest unoccupied orbital energy (alpha / beta) = 0.0900 / 0.0897 Ha
Max |F| = 3.6 eV/Å
Net charge = -1
E = -153989.52006 eV
Relative energy (zero: lowest compared OMol25 entry of this formula, charge and spin) = 38.29 kcal per mole
2S+1 = 3

Mulliken population analysis, charges in e, atoms 1 to 2: atom 1 (Ge): 1.463, atom 2 (Ti): 0.749

***

Record 2
ORCA calculation (wB97M-V/def2-TZVPD) on the ion C4H3N2O4 with charge -1 in a non-equilibrium geometry.

Cartesian coordinates (Å):
O1 0.84 -2.27 0.04
O2 2.04 1.89 -0.01
O3 -0.71 2.05 0.04
O4 2.75 -0.21 -0.07
N1 -0.80 0.78 0.05
N2 0.05 -1.28 0.04
C1 1.78 0.49 0.01
C2 -1.78 -0.08 -0.02
C3 0.33 0.04 0.11
C4 -1.22 -1.44 -0.01
H1 -1.74 -2.38 -0.29
H2 -2.80 0.18 -0.21
H3 1.26 2.23 0.32

Summary:
Gap between HOMO and LUMO = 7.700 eV
Lowest unoccupied orbital energy = 0.1479 Ha
Max |F| = 5.5 eV/Å
Net charge = -1
SMILES = O=C(O)c1n([O-])cc[n+]1[O-]
E = -15364.36719 eV
Relative energy (zero: lowest compared OMol25 entry of this formula, charge and spin) = 97.61 kcal per mole

Mulliken population analysis, charges in e, atoms 1 to 2: atom 1 (O): -0.825, atom 2 (O): -0.486

***

Record 3
ORCA calculation (wB97M-V/def2-TZVPD) on a structure of composition C8H7NS in a non-equilibrium geometry.

Cartesian coordinates (Å):
S1 2.14 1.63 -0.43
N1 0.31 -1.06 0.05
C1 -0.11 0.15 0.13
C2 -1.66 0.29 0.43
C3 2.45 -2.35 -0.08
C4 -2.60 0.31 -0.82
C5 1.31 -1.76 -0.10
C6 0.58 1.37 0.04
C7 3.12 -1.01 0.48
C8 2.94 0.30 0.29
H1 -2.01 0.06 -1.68
H2 -3.41 -0.50 -0.88
H3 3.63 -1.47 1.30
H4 0.03 2.32 0.13
H5 -1.93 1.10 1.07
H6 -3.08 1.28 -0.98
H7 -1.70 -0.65 1.06

Summary:
Gap between HOMO and LUMO (alpha / beta) = 6.711 / 6.244 eV
Lowest unoccupied orbital energy (alpha / beta) = -0.0452 / -0.0610 Ha
Max |F| = 3.2 eV/Å
E = -20726.63250 eV
Relative energy (zero: lowest compared OMol25 entry of this formula, charge and spin) = 152.06 kcal per mole

Mulliken population analysis, charges in e, atoms 1 to 2: atom 1 (S): -0.062, atom 2 (N): -0.336

***

Record 4
ORCA calculation (wB97M-V/def2-TZVPD) on a structure of composition C16H40HgO18S5 in a non-equilibrium geometry.

Cartesian coordinates (Å):
Hg1 2.19 -0.08 -5.07
S1 -1.15 -3.61 4.16
S2 -1.85 -4.02 -3.97
S3 -3.30 4.60 1.64
S4 5.25 -0.46 3.96
S5 1.95 5.20 -5.61
O1 4.89 -0.45 5.37
O2 1.65 1.24 -2.32
O3 2.15 -0.83 -2.02
O4 -1.63 -3.33 5.53
O5 1.67 6.14 -6.71
O6 -3.53 4.28 0.22
O7 -3.38 -3.67 -4.34
O8 -2.02 -4.14 3.13
O9 1.65 0.38 -0.28
O10 -1.65 -5.45 -4.28
O11 4.37 -1.75 3.31
O12 3.39 5.55 -4.85
O13 6.63 -0.55 3.54
O14 1.93 3.76 -5.85
O15 -0.96 -2.99 -4.55
O16 -2.59 5.77 2.03
O17 0.14 -4.70 4.36
O18 -4.79 4.66 2.42
C1 -5.62 -4.09 -3.40
C2 3.74 6.93 -4.63
C3 -0.48 -6.87 3.47
C4 4.95 6.85 -3.73
C5 -2.62 3.14 2.53
C6 -0.20 -2.19 3.53
C7 1.85 0.30 -1.51
C8 0.80 5.66 -4.21
C9 0.39 -5.65 3.29
C10 -1.88 -3.95 -2.12
C11 4.53 1.02 3.10
C12 4.53 -2.14 1.92
C13 -4.41 -4.62 -4.21
C14 -5.72 3.65 2.19
C15 -6.81 3.87 3.24
C16 5.50 -3.34 1.73
H1 -3.05 2.26 2.06
H2 3.65 -2.49 1.38
H3 -0.09 -7.76 2.98
H4 1.07 5.18 -3.27
H5 5.65 6.18 -4.24
H6 -4.73 -4.97 -5.20
H7 -6.43 3.80 4.26
H8 -5.25 2.67 2.33
H9 -0.20 5.28 -4.45
H10 5.39 7.82 -3.53
H11 4.80 0.89 2.05
H12 3.50 1.09 3.46
H13 -2.47 -4.78 -1.74
H14 -0.31 -7.21 4.49
H15 -4.00 -5.55 -3.83
H16 -6.47 -4.77 -3.48
H17 5.86 -3.43 0.71
H18 0.37 -2.61 2.70
H19 6.43 -3.24 2.31
H20 4.92 -4.22 2.01
H21 1.43 -5.97 3.28
H22 -6.06 -3.22 -3.88
H23 0.38 -1.90 4.41
H24 4.83 -1.23 1.39
H25 4.77 6.47 -2.72
H26 -3.09 3.21 3.51
H27 0.73 6.74 -4.12
H28 3.94 7.42 -5.58
H29 -7.66 3.24 2.99
H30 5.14 1.87 3.40
H31 2.98 7.45 -4.05
H32 -0.92 -1.45 3.20
H33 -5.36 -3.76 -2.39
H34 -2.23 -2.94 -1.92
H35 -0.89 -3.90 -1.66
H36 -1.53 -6.74 3.19
H37 0.23 -5.21 2.30
H38 -7.27 4.85 3.11
H39 -6.06 3.75 1.16
H40 -1.55 3.03 2.36

Summary:
Gap between HOMO and LUMO = 3.917 eV
Lowest unoccupied orbital energy = -0.1996 Ha
Max |F| = 3.8 eV/Å
E = -112436.74586 eV
Relative energy (zero: lowest compared OMol25 entry of this formula, charge and spin) = 0.00 kcal per mole

Mulliken population analysis, charges in e, atoms 1 to 2: atom 1 (Hg): 0.259, atom 2 (S): 1.100

***

Record 5
ORCA calculation (wB97M-V/def2-TZVPD) on a structure of composition F12OP2V in a non-equilibrium geometry.

Cartesian coordinates (Å):
V1 -0.43 0.83 0.27
P1 2.00 0.91 -1.49
P2 -1.85 -1.40 1.27
F1 -2.18 -0.26 0.22
F2 -2.99 -0.95 2.34
F3 -2.67 -2.55 0.50
F4 0.97 2.15 -1.14
F5 1.78 0.50 0.03
F6 0.55 0.06 -1.68
F7 3.30 1.77 -1.06
F8 -1.27 -2.54 2.20
F9 -0.59 -1.53 0.31
F10 -0.96 -0.22 2.00
F11 2.14 1.41 -3.00
F12 2.99 -0.36 -1.78
O1 -0.79 2.18 1.01

Summary:
Gap between HOMO and LUMO (alpha / beta) = 10.289 / 10.478 eV
Lowest unoccupied orbital energy (alpha / beta) = -0.1365 / -0.1297 Ha
Max |F| = 6.3 eV/Å
E = -78933.12330 eV
Relative energy (zero: lowest compared OMol25 entry of this formula, charge and spin) = 28.81 kcal per mole
2S+1 = 2

Mulliken population analysis, charges in e, atoms 1 to 2: atom 1 (V): 1.584, atom 2 (P): 1.255

***

Record 6
ORCA calculation (wB97M-V/def2-TZVPD) on the molecule C6H10 in a non-equilibrium geometry.

Cartesian coordinates (Å):
C1 -0.68 0.62 -0.16
C2 1.12 -0.92 0.93
C3 -1.54 -0.53 -0.43
C4 0.80 0.29 -0.04
C5 1.62 1.62 0.15
C6 -2.20 -1.52 -0.74
H1 2.47 1.63 0.86
H2 0.97 -0.77 1.92
H3 0.39 -1.68 0.71
H4 -3.04 -2.14 -0.85
H5 -0.84 1.30 -0.95
H6 2.10 -1.14 0.56
H7 2.09 2.12 -0.75
H8 1.15 -0.10 -1.06
H9 0.95 2.43 0.54
H10 -0.97 1.08 0.79

Summary:
Gap between HOMO and LUMO = 10.933 eV
Lowest unoccupied orbital energy = 0.0387 Ha
Max |F| = 4.3 eV/Å
SMILES = C#CCC(C)C
E = -6381.52153 eV
Relative energy (zero: lowest compared OMol25 entry of this formula, charge and spin) = 53.91 kcal per mole

Mulliken population analysis, charges in e, atoms 1 to 2: atom 1 (C): -0.732, atom 2 (C): -1.528